(1)
The following is a DFT calculation (ωB97M-V with the def2-TZVPD basis set) of a single C5H3NO molecule.

Multiplicity: 1
SMILES: C1#CC=NOC=C1
Max |F|: 3.243 eV/A
Net charge: 0
LUMO energy: -0.17 eV
Electronic energy: -8764.184 eV
Frontier orbital gap: 8.706 eV
HOMO: -8.87 eV

Geometry as XYZ:
```
10
Properties=species:S:1:pos:R:3:forces:R:3:nbo_charge:R:1
C 0.3098 -1.2398 -0.5423 2.5123 -1.3390 -1.5525 -0.07
H -0.1201 2.0084 0.9440 -0.4769 0.4967 0.4073 0.18
O -1.0706 0.8478 -0.4158 0.5662 -0.5720 -0.3376 -0.40
H -1.4023 -2.4239 -0.1596 -0.8185 -0.2974 0.2240 0.23
C 1.3404 0.7843 0.1221 -1.3560 1.5260 1.3249 -0.34
N -1.7052 -0.4039 -0.1589 -2.5115 0.0954 0.6963 -0.09
C 1.2265 -0.5042 -0.2897 0.7187 -2.1682 -1.2088 0.05
H 2.2121 1.2491 0.5420 -0.0479 0.3020 0.1938 0.24
C -1.0059 -1.4450 -0.3026 -0.5382 -0.4207 0.1885 -0.02
C 0.0344 1.1543 0.3173 1.9518 2.3773 0.0642 0.23
```
Forces are in eV/Å.

***

(2)
The following is a DFT calculation (ωB97M-V with the def2-TZVPD basis set) of a 11-piece molecular cluster, C55H81ClFNO32 overall.

Multiplicity: 1
SMILES: NCCCC1=CC(=O)C(CCCF)=C(CCCCl)C1=O.C[C@@H]1COC(=O)O1.C[C@@H]1COC(=O)O1.C[C@@H]1COC(=O)O1.C[C@@H]1COC(=O)O1.C[C@@H]1COC(=O)O1.C[C@@H]1COC(=O)O1.C[C@@H]1COC(=O)O1.C[C@@H]1COC(=O)O1.C[C@@H]1COC(=O)O1.C[C@@H]1COC(=O)O1
Max |F|: 3.921 eV/A
Net charge: 0
LUMO energy: -1.42 eV
Electronic energy: -140598.036 eV
Frontier orbital gap: 8.119 eV
HOMO: -9.54 eV

Geometry as XYZ:
```
171
Properties=species:S:1:pos:R:3:forces:R:3:mulliken_charge:R:1
O -0.9533 1.5077 -10.5731 -0.6932 -0.1368 -0.1180 -0.55
O -1.4433 -1.6312 -3.3300 -0.3143 0.9278 -0.4438 -0.55
H 2.0988 9.2533 8.0169 -0.0676 -0.2001 -0.0935 0.36
C 4.8791 1.6889 3.0739 -0.3385 0.7279 0.0604 -0.76
C -3.8173 0.5802 -12.1198 -0.3263 -0.1579 -0.6262 -0.10
C -3.2240 1.1229 -6.5728 -0.0857 -0.4159 -0.2003 -1.72
C -1.3469 0.0209 -0.3942 0.1718 -0.1347 0.4811 -1.10
C 1.1323 4.5751 5.1054 -0.9313 -0.1225 0.8316 0.69
C -1.8753 1.5286 -4.4790 0.0746 0.6573 0.1880 -0.55
O -2.4882 1.0909 -12.1837 0.3047 0.1616 0.6477 -0.35
C 6.5307 -1.6426 2.7099 -0.0098 -0.4834 0.0918 -0.58
H 1.1873 3.5090 4.8582 0.1226 0.0622 -0.0114 0.23
H -9.8868 -11.1707 1.2156 -0.1069 0.0795 0.0550 0.36
Cl 6.6832 -3.8811 1.0769 0.7445 0.4225 1.0696 -0.23
H 5.6222 -2.0862 3.2493 1.2930 0.7526 -0.6163 0.31
O 7.5896 2.9909 -0.1458 1.1037 -1.8357 3.1774 -0.56
C -5.3827 0.2941 -10.1624 0.0805 0.0086 0.4823 -1.31
O -4.5706 -2.6428 -13.4321 0.4234 -0.3789 0.4266 -0.51
O 1.6723 0.4754 -0.2657 0.5650 0.4718 -0.5600 -0.51
H -11.1784 -7.4121 1.2113 0.1729 0.1914 -0.1074 0.40
H 10.0486 3.6646 0.7598 -0.7443 -1.3479 0.5250 0.30
H -4.1286 -0.8995 4.4364 -0.0089 0.0120 0.0964 0.18
C -3.8507 -2.1091 0.8634 0.0319 -0.2905 0.5425 0.63
H 12.3772 0.1667 2.0065 0.7955 1.2611 0.4509 0.29
H 5.3755 3.7493 3.9491 0.1783 -1.6322 0.3077 0.26
C 5.6622 1.5016 1.6922 0.1500 0.0624 -0.0536 -0.49
H 6.5317 -0.0031 4.3293 1.0455 -0.4935 -1.4170 0.19
H -3.4312 2.1861 -6.7108 0.0103 -0.0638 0.0731 0.42
O 1.5563 1.4252 -2.3206 0.1686 -0.1634 0.5508 -0.15
O -3.1754 -3.0361 -11.6927 -0.4496 -0.1071 -0.5670 -0.24
C 1.2770 8.6979 8.4714 0.3082 0.4759 -0.4121 -0.53
O 3.4471 1.5924 -1.1196 -0.7977 -0.4582 0.2434 -0.17
C 2.1775 1.1032 -1.1496 -0.3237 -0.4526 0.6205 0.46
C -9.7413 -9.0285 1.0875 -0.6975 -0.8379 0.0997 0.53
H -2.1815 2.4897 -4.0629 0.1022 -0.1514 0.1379 0.36
O -4.5162 -0.8613 7.1411 -0.3487 -0.2985 -0.0666 -0.33
H -1.5020 -3.3486 -9.5600 0.0078 -0.1471 -0.0079 0.33
H 6.1579 -1.2334 1.7165 0.5163 -0.5010 1.3261 0.24
C 5.5901 2.6396 4.1335 -0.3838 -0.2638 0.2615 0.01
C -8.2407 -7.6649 0.1414 0.5913 0.0084 -0.2663 0.51
H 8.4366 -2.3638 1.8426 -1.1337 -1.1301 0.8689 0.18
O 0.7781 7.1941 10.1079 0.0161 -0.3867 -0.7147 -0.35
H -4.4047 0.9234 -12.9724 0.2238 0.0121 0.0013 0.39
C 9.5879 0.6266 2.6744 0.1154 -1.6811 0.9774 0.21
O 0.3431 5.4538 8.7269 0.4193 0.8929 0.4638 -0.49
C -3.8556 -3.3817 -12.8212 -0.5003 0.3852 -0.5145 0.59
C 11.8096 2.3482 2.4383 0.3403 -0.4951 -1.3652 -0.69
H -0.2361 5.9247 6.0947 0.2011 -0.1003 0.0668 0.24
H 6.7095 2.4931 4.2430 -1.3876 0.0059 -0.2497 0.19
C -4.3140 1.1398 -10.8194 -1.0152 -0.3993 0.2403 0.38
C 7.5381 -2.8540 2.3621 -0.2088 1.9027 -0.3276 -0.35
C -10.4440 -10.3340 0.7873 0.3315 -0.3304 -0.0859 -1.48
O 1.1745 7.3946 7.9059 -0.1968 -0.3710 0.3275 -0.25
C 3.7448 2.0478 -2.4301 0.8798 0.8532 -0.5049 0.45
H -0.8870 -4.9251 -10.0939 -0.1071 0.0252 -0.0300 0.39
H 12.7822 1.0761 4.5514 1.1992 -0.3817 -1.0115 0.27
O -11.5910 -4.6902 1.2728 0.5713 -0.0279 -0.3075 -0.59
C 4.6948 3.2204 -2.3789 0.3601 -0.0206 0.3502 -1.37
H -8.3209 -4.1012 -1.3764 -0.2136 -0.0774 0.0376 0.31
C -3.0172 0.7887 -5.1122 -0.4022 0.5453 -0.9839 0.75
H -1.8395 -1.9867 -0.9830 -0.1596 0.0645 0.0157 0.24
H 5.3933 2.3813 1.0176 0.5834 -1.2199 0.8159 0.36
H -2.3468 0.8528 -7.1664 -0.0002 0.1254 0.1216 0.34
H -7.9165 -5.3668 0.6223 0.0624 0.3069 -0.0682 -0.12
O -4.3543 -2.7390 1.7497 0.3649 0.4724 -0.6358 -0.52
H -6.7460 -3.9838 2.2703 0.0903 0.0134 -0.1726 0.35
H 8.0133 -1.0539 4.2446 -0.8280 1.1464 -1.0632 0.38
H 5.2323 0.5634 1.1882 0.7600 1.4074 0.6386 0.18
C 12.8878 1.1393 2.2990 0.0596 0.7377 1.4982 -0.56
C 1.5198 8.3992 9.9223 -0.0249 0.9235 0.6560 0.50
H -4.0025 0.1733 -0.6728 0.1547 -0.0036 0.0651 0.33
C -5.3885 -1.8061 6.6878 -0.8268 -0.3090 0.2750 0.62
H 1.5259 10.4355 10.6513 0.0253 -0.1036 -0.0314 0.38
C -8.8396 -3.7663 -0.4767 0.1971 -0.0232 -0.5739 -0.51
C -7.1275 -3.5156 1.3603 -0.3441 -0.1025 0.3371 -1.69
C 8.0805 2.4243 0.8626 -0.2340 0.8299 -1.1398 -0.21
H -7.4815 -2.5209 1.6470 -0.0118 -0.0299 -0.1550 0.30
H -10.9120 -8.0069 -0.4444 0.0664 -0.1334 0.0553 0.28
H -1.1968 0.4374 -1.3904 0.0253 -0.1672 0.2997 0.07
H -5.0008 -0.7008 -9.9181 0.0342 0.0556 -0.2105 0.26
C -1.8099 -0.6187 -3.8581 0.4082 -0.9184 0.2449 0.45
H -0.9879 4.4782 5.4515 0.1041 -0.0594 -0.0078 0.42
F 5.0224 2.2845 5.4339 0.6180 0.6488 -1.4887 -0.39
H 7.8392 -3.4603 3.2746 -0.4818 0.6372 -1.4147 0.36
C -2.5213 -5.1132 -12.3590 0.0878 -0.6452 -0.0738 -0.50
O -4.9109 -2.4187 5.5699 -0.2993 0.4002 0.6295 -0.33
C 2.4128 5.0643 5.7148 0.3574 -0.2618 0.6429 -0.08
H -1.8455 -2.0034 4.2301 -0.0931 0.0540 0.0239 0.39
O -10.1774 -4.2647 -0.4475 -0.3391 0.0861 0.5643 -0.35
H 2.3035 6.0007 6.2683 -0.1786 -0.0835 -0.0811 0.05
H -6.2569 0.1896 -10.8081 0.0962 0.0523 -0.0040 0.40
H -5.6976 0.7479 -9.2191 -0.0698 0.0328 -0.1293 0.34
C 2.3853 2.3879 -2.9664 -0.2465 0.0992 -0.5749 -0.61
C 2.3700 5.5948 3.5434 0.0961 0.2897 -0.7076 0.61
C -1.3419 -3.9908 -10.4295 -0.0087 0.4569 0.1462 -1.42
O -4.4773 -1.7906 -0.3048 0.0496 -0.2188 0.5991 -0.37
C -2.0810 1.2771 -10.8986 0.8497 0.1299 0.0342 0.59
H 4.1978 1.2178 -2.9833 -0.1266 0.0017 -0.0168 0.24
C -3.6561 -0.8259 -0.9565 -0.1544 0.1130 -0.5361 -0.22
H -2.7906 -0.1006 6.2679 -0.1690 -0.0084 0.1337 0.30
C 0.7290 6.5729 8.8984 -0.3459 -0.8479 0.1590 0.55
O -7.1924 -7.2338 -0.2429 -0.6307 -0.2572 0.1897 -0.55
O -3.1251 1.1633 -10.0300 0.5479 0.1339 -0.3504 -0.23
H -3.9491 0.9362 -4.5550 0.1058 0.0108 0.0805 0.24
H 5.6574 2.9024 -1.9706 -0.0340 0.0617 -0.1054 0.24
O 10.1786 -0.3641 3.1728 -1.3943 3.3181 -1.5561 -0.64
H -2.6530 -1.7135 7.0078 -0.0150 -0.0783 -0.1637 0.30
O 2.7102 6.0406 2.4859 -0.1361 -0.2904 0.6063 -0.59
C 13.5981 1.0359 3.7508 -0.3053 0.4098 -0.9627 -0.47
N 14.4632 -0.1774 3.8543 -0.0986 1.0606 0.0852 -0.66
H -3.7707 -0.5122 -12.1359 -0.1307 0.0874 0.1073 -0.02
H -0.3785 -0.2816 0.0040 -0.1424 0.0190 -0.1764 0.38
H -0.6366 -3.4658 -11.0793 -0.0897 -0.1496 -0.0688 0.36
C -0.0902 4.8513 5.9523 -0.4431 -0.1341 -0.5628 -1.53
H 2.3269 2.2858 -4.0513 -0.1334 -0.1296 0.1272 0.37
H 12.1064 3.1114 1.6297 -0.7465 -0.9769 1.2451 0.26
O 1.0834 5.3102 3.8815 0.8208 0.1609 -0.3339 -0.40
H -1.0281 1.6858 -5.1536 -0.1391 -0.0700 -0.1024 0.37
O -6.4341 -2.0634 7.2069 0.6626 0.2020 -0.2890 -0.55
H -1.5925 -4.9499 -12.9143 0.0115 0.0867 0.1543 0.31
C 9.5838 2.7416 1.2245 0.2267 -2.2408 1.8651 -0.95
O -2.6180 -0.5719 -4.9523 0.4073 -0.0861 0.7087 -0.35
H 0.3400 9.2319 8.2862 0.0283 -0.0089 0.1693 0.28
C 1.0319 9.4837 10.8574 -0.1784 -0.2039 0.3811 -1.47
H 2.0417 3.3877 -2.6830 0.1798 -0.0044 0.0516 0.32
H 2.5756 8.1804 10.1158 -0.0459 -0.0237 -0.1142 0.25
H -6.3054 -3.4079 0.6540 -0.1708 -0.1232 0.0505 0.32
C 7.2442 1.4243 1.8122 1.3449 -0.3788 0.2134 0.71
C 7.2598 -0.4880 3.5836 0.3986 -1.0098 0.0307 -0.65
C -2.7565 -2.5560 4.4716 -0.1910 -0.4854 -0.2106 -1.25
H -4.6658 2.1713 -10.9333 0.0876 -0.0313 -0.0604 0.25
H 13.6863 1.4417 1.5413 -1.1517 -0.5684 0.8690 0.38
H 2.8764 4.3195 6.3635 0.1207 0.0590 -0.2001 0.37
O -9.3788 -4.3732 1.6501 -1.0173 -0.0713 -0.4880 -0.40
H 14.2507 1.9671 3.8650 -1.0475 -0.8074 -0.0975 0.29
O -2.5833 -1.6172 0.8924 -1.0385 -0.4319 0.1503 -0.27
C -8.2491 -4.3453 0.7747 1.2078 0.6615 0.3401 1.44
H 1.2300 9.2053 11.8952 0.0782 0.0746 -0.0999 0.36
O -3.6125 -4.6764 -13.1641 -0.1476 0.6118 0.0972 -0.36
H 4.6236 0.6978 3.5709 0.5161 1.2894 -0.6166 0.31
C -10.4859 -4.4680 0.8638 -0.2384 -0.0067 0.3860 0.63
O -9.3609 -6.9094 0.3361 0.5231 -0.7991 -0.2068 -0.16
H -11.4558 -10.3420 1.1978 0.0882 0.0743 0.0193 0.37
H -9.5748 -8.9283 2.1656 -0.0063 0.1085 -0.0742 0.27
H -1.7239 0.8068 0.2679 -0.1656 -0.0653 -0.0788 0.40
C -10.4375 -7.8244 0.5247 -0.7095 0.2756 0.2801 -0.64
H 15.0516 -0.1678 3.0074 -0.2064 -0.1528 0.6681 0.24
O 3.2229 5.3089 4.5669 -0.2254 0.1469 -0.5822 -0.39
H 4.8578 3.6445 -3.3720 -0.0468 -0.0957 0.0237 0.41
H -10.4964 -10.5131 -0.2900 -0.0550 0.1738 0.0636 0.36
H -3.1657 -2.9745 3.5490 0.1260 0.2093 0.1446 0.14
H -4.0616 0.5488 -6.9765 0.0118 0.1258 0.0489 0.33
C 10.3210 1.9066 2.1092 -1.3331 1.9944 -1.5184 0.49
O -8.4719 -8.9719 0.4376 0.2428 0.7568 -0.1476 -0.35
H -2.6140 -6.1747 -12.1250 -0.1388 0.0992 -0.1507 0.32
C 7.9833 0.5649 2.6464 -0.7660 1.3279 -0.7737 0.75
C -2.6523 -4.2443 -11.1420 0.9252 -0.1588 0.7604 0.47
H -0.0114 4.3737 6.9265 0.0435 0.0326 -0.2287 0.42
C -2.2921 -1.1587 -0.4297 0.9767 0.8552 -0.4604 0.58
H 11.9249 2.9004 3.4299 -0.4144 -1.0021 -1.1356 0.43
H 4.3180 4.0042 -1.7161 -0.1190 -0.0728 -0.1177 0.35
O -1.4701 0.6370 -3.4441 -0.1880 -0.6316 -0.4327 -0.25
H -2.4972 -3.4047 5.1111 0.0126 0.2046 0.1533 0.38
H -3.3921 -4.6452 -10.4405 -0.0158 -0.0244 -0.1259 0.23
H -0.0495 9.6189 10.7717 0.1041 -0.0071 -0.1604 0.36
H 3.8782 2.1925 2.8104 1.4155 -0.8891 0.3891 0.32
C -3.3010 -1.0523 6.4239 0.3463 0.4905 0.1206 -0.42
H -8.8793 -2.6721 -0.4731 0.0884 -0.0368 0.1201 0.35
H 15.0899 -0.0115 4.6593 -0.3239 -0.3813 -0.6859 0.25
C -3.7788 -1.6640 5.1391 0.9078 -0.4283 -0.6982 0.60
H -3.7210 -0.9307 -2.0402 -0.1522 -0.1871 0.1484 0.02
```
Forces are in eV/Å.

***

The lowest LUMO energy belongs to which entry?
C55H81ClFNO32